Molecular formula: C6H14N2
Method: DFT, ωB97M-V/def2-TZVPD

The geometry in XYZ format:
```
22
C6H14N2 (ωB97M-V/def2-TZVPD)
C 1.20987 2.10715 -0.06086
N 0.18454 1.41048 -0.32554
N 0.16239 0.03520 -0.23717
C 1.24416 -0.57700 0.51322
C 2.30746 -1.13373 -0.39964
C -1.22309 -0.48943 -0.00998
C -2.08956 -0.11916 -1.27626
C -1.79768 0.07746 1.25116
H 1.18487 3.15655 -0.14227
H 2.18377 1.72570 0.14903
H 0.89519 -1.43308 1.16432
H 1.70267 0.14843 1.24636
H 2.68836 -0.26262 -0.95110
H 1.89995 -1.78359 -1.15302
H 3.11543 -1.68256 0.14348
H -1.11947 -1.59438 0.01220
H -2.09112 0.96129 -1.39907
H -3.08975 -0.56332 -1.18920
H -1.58461 -0.51460 -2.15949
H -2.66876 -0.56675 1.59702
H -2.11581 1.11996 1.16985
H -0.99881 -0.02201 2.05698
```

The molar mass is 114.19 g/mol. The value obtained for the energy relative to the best compared isomer or geometry (same formula, charge and spin) is 44.18 kcal per mole. The HOMO energy comes out at -8.4405 eV. The value obtained for the LUMO energy is 1.092 eV.